1.
A molecular structure, C36H31AsN5O2PdS, computed with ωB97M-V/def2-TZVPD.

Last column: Mulliken charge in e.
CARTESIAN COORDINATES (ANGSTROEM)
C: -0.49463 -1.69346 4.65987  -0.62
C: 2.73866 1.47997 3.54743  -0.92
C: 2.36544 -4.53323 -0.12875  -0.65
C: 1.78784 -5.69048 -0.63598  -0.48
H: 2.92163 1.05249 4.51801  0.43
C: -3.66539 -1.74580 0.61368  -0.38
H: 3.00216 -2.14313 -2.61652  0.45
H: -3.49394 -1.43467 1.63686  0.29
C: 2.34103 6.08896 -0.32426  -0.65
C: -1.28243 -0.08423 2.53226  0.14
H: -1.59323 1.44405 4.00044  0.42
Pd: 1.27016 1.51350 -0.59575  0.11
H: -0.03981 -6.69513 -1.12594  0.40
H: -4.23120 -2.84316 -3.04314  0.42
C: 2.14130 4.72337 0.10136  0.16
C: 2.36096 0.93320 2.36340  -0.29
C: -4.07289 -2.54991 -2.01249  -0.82
C: -1.30184 0.41745 3.82207  -0.81
C: 0.61099 0.21120 -2.92266  0.22
C: 2.57663 3.06152 1.97552  0.43
H: 1.99224 -2.54354 0.61836  0.24
H: 2.17112 -0.10146 2.13086  0.21
H: 3.83535 5.11919 3.07829  0.20
C: -4.94605 -1.76655 0.08635  -0.74
H: 4.07039 7.39904 2.27965  0.35
H: 3.10589 8.03955 0.06951  0.35
C: 3.53382 6.67374 1.67966  -0.72
C: 1.18054 -1.04283 -2.97878  -0.14
C: -0.88979 -1.40195 2.31293  -0.27
C: 2.69325 4.39402 1.40155  0.34
C: -1.67750 1.02536 -2.33720  -0.09
H: -0.17407 -3.22682 3.17533  0.40
H: -0.16280 -2.30917 5.48693  0.39
H: 0.57989 -1.90782 -3.23561  0.24
H: 4.24592 -0.10345 -1.89063  0.39
C: 2.99524 7.02169 0.43125  -0.29
C: -2.58192 -2.14122 -0.16614  0.02
H: -3.63000 -0.26709 -4.63083  0.50
C: 1.56528 -3.47506 0.26276  -0.39
H: -4.19701 0.88923 -1.26596  0.32
O: 1.51350 3.92551 -0.63654  -0.45
C: 2.57417 1.21917 -2.25169  -0.35
H: 2.41397 -6.51311 -0.95686  0.37
O: 0.02872 -0.72831 -0.34137  1.35
C: -0.49215 -2.20847 3.37089  -0.38
C: 0.40529 -5.79162 -0.72749  -0.57
C: 2.52722 -1.16956 -2.61255  -0.71
C: -4.13583 1.24621 -2.29464  -0.96
C: 0.17695 -3.56927 0.15817  0.05
C: 3.37741 5.38060 2.12793  -0.74
H: -4.97559 0.85929 -2.87118  0.31
H: -1.93429 -2.76923 -2.10824  0.30
C: 3.20915 -0.04414 -2.19819  -0.53
C: -2.78489 0.00451 -4.02317  -0.59
C: -1.47355 -0.25644 -4.18020  -0.54
H: -6.15911 -2.21299 -1.62654  0.38
H: -0.90682 0.00876 5.89099  0.38
C: -0.40110 -4.73586 -0.33318  -0.18
C: -2.79138 -2.51561 -1.49280  0.10
H: 3.15943 2.13278 -2.26080  0.52
As: -0.76579 -1.90924 0.45204  0.36
H: -5.78359 -1.44516 0.69287  0.39
H: -1.47948 -4.81979 -0.40386  0.42
C: -5.15558 -2.18514 -1.22118  -0.49
N: -0.78815 0.36436 -3.15351  0.50
S: -1.45275 1.96008 -0.97716  -0.38
H: 1.93792 6.34833 -1.29598  0.38
N: -2.91057 0.79011 -2.89411  0.38
H: -4.16057 2.33632 -2.27039  0.32
H: 3.13159 3.51800 3.96912  0.19
N: 2.86274 2.82676 3.29741  -0.05
H: -0.95695 -0.81205 -4.94149  0.53
H: -1.51932 0.55227 1.68354  0.19
H: 3.44240 -4.44769 -0.05868  0.41
N: 2.25299 1.90611 1.40480  0.22
C: -0.91006 -0.38880 4.88342  -0.48
N: 1.27280 1.35597 -2.67310  -0.79

- Orbital gap: 4.54 eV
- F_max: 0.012 Eh/bohr
- Energy above the lowest of the compared OMol25 structures with the same formula, charge and spin: 39.96 kcal/mol
- Net charge: -1
- Lowest unoccupied orbital energy: 2.32 eV
- Total energy: -4576.54185 Eh
- Multiplicity: 1



2.
A molecular structure, C36H31BrClIrN5O5S, computed with ωB97M-V/def2-TZVPD.

Last column: Mulliken charge in e.
CARTESIAN COORDINATES (ANGSTROEM)
H: 0.76155 2.85303 5.91712  0.60
C: -1.00270 -2.49082 -6.06454  -0.86
C: -1.16231 3.96975 0.26962  -1.49
H: -3.67308 -1.62163 -1.44208  0.23
H: 4.48788 2.42931 0.14626  0.29
H: -5.39478 0.65519 -2.55391  0.35
H: -1.95840 4.29784 0.93568  0.48
H: 1.47254 -4.04732 0.01514  0.51
C: 0.11616 -3.60205 -7.93718  -0.20
C: 1.11127 -3.28066 7.33530  -0.50
H: -0.43708 4.76854 0.11696  0.38
C: -0.94223 -1.79814 -4.86773  -0.04
C: 1.41081 -2.59217 -6.11667  -0.87
C: 0.28752 -1.50633 -4.28926  -0.90
C: -3.27456 0.99777 -2.29794  0.46
N: 0.19779 0.04869 5.97085  -0.76
H: 2.94235 -3.11077 4.45290  0.43
O: -0.03590 0.54336 2.05508  -1.01
N: 0.72984 -0.90075 -0.58116  0.23
C: 0.61525 -1.46551 -1.85185  -0.02
C: 0.11998 1.70288 2.81574  0.44
H: 0.91114 -3.54627 -2.57072  0.62
C: 1.58023 -1.60872 5.21923  0.50
N: 0.06361 -4.17206 -8.93251  -0.49
Br: 0.28793 5.68103 5.18343  -0.18
C: -4.47055 0.07442 -2.54098  -0.82
H: -3.38673 2.00086 -2.70565  0.56
Cl: 4.80498 0.34883 -0.91359  -0.18
C: 0.19104 0.63404 -3.07104  -0.52
N: 1.57694 -0.56207 4.30450  0.25
C: 0.70403 -1.22009 6.23576  0.44
C: 0.23467 2.75076 -3.82525  -1.65
C: 4.37580 1.39720 0.46532  -0.64
H: 0.27348 3.63277 -4.44198  0.51
H: -2.33534 0.57541 -2.65685  -0.71
C: 0.90419 -2.85214 -1.74641  -0.91
O: -0.51856 2.81660 0.83944  0.12
Ir: 0.16852 0.93281 -0.04470  2.96
H: -5.23656 0.55652 0.05838  0.47
H: -0.31104 5.04238 2.39847  0.60
C: 0.17636 -2.88618 -6.69039  0.60
H: -0.22677 -1.77219 8.09922  0.45
H: -1.95531 -2.72786 -6.51774  0.48
S: -3.00769 1.09170 -0.49597  0.29
C: -0.16767 2.90484 2.18496  0.63
C: 0.29599 2.72326 -2.42325  -0.59
H: 1.23709 -1.70869 1.29840  0.50
C: 0.47393 1.67446 4.15886  0.73
H: 2.50144 -4.60879 6.37517  0.39
C: 0.22546 4.06081 4.22466  -0.59
H: 0.94541 -3.96241 8.15841  0.40
H: -4.06710 -0.57512 0.77941  0.44
C: 2.94109 1.10127 0.85482  0.61
C: 0.51107 2.87257 4.86616  -0.69
H: -4.38223 -0.41545 -3.51017  0.38
C: 1.46341 -1.90597 -4.91548  -0.04
C: 0.16632 1.43432 -4.23514  -0.52
C: 2.00043 -3.65198 6.31406  -0.56
C: 2.25206 -2.82559 5.23603  -0.87
H: -5.43051 -1.48378 -1.34665  0.45
C: -4.50258 -0.91467 -1.37959  -0.51
H: 0.14541 1.05949 -5.24561  0.59
O: 2.68011 0.46789 1.87399  -0.66
C: 0.74396 0.39825 4.85029  0.02
H: 2.32711 -0.34774 3.65316  0.22
O: -1.77267 0.20879 -0.22862  -0.93
H: -1.85593 -1.48875 -4.37473  0.55
C: 0.34722 -0.75431 -3.00476  2.03
H: -1.57676 3.65851 -0.68229  0.54
O: 2.07704 1.58047 0.03183  -0.94
C: 1.06711 -1.88121 0.24925  -0.30
H: 0.54582 -0.14139 2.44010  0.07
H: 0.41603 3.55654 -1.75066  0.68
H: 2.32021 -2.90205 -6.61251  0.47
C: 0.45425 -2.06745 7.31299  -0.78
H: 5.04447 1.16288 1.28579  0.37
C: 1.19221 -3.10859 -0.43155  -1.50
C: -4.35074 -0.05285 -0.13278  -0.91
H: 2.41848 -1.67263 -4.46234  0.54
N: 0.24416 1.47052 -1.96742  0.83
C: -0.10734 4.09658 2.87694  -0.60

- Orbital gap: 6.99 eV
- F_max: 0.006 Eh/bohr
- Energy above the lowest of the compared OMol25 structures with the same formula, charge and spin: 33.58 kcal/mol
- Net charge: +1
- Lowest unoccupied orbital energy: -3.72 eV
- Total energy: -5576.99269 Eh
- Multiplicity: 1



3.
A molecular structure, C36H31ClFN6O5RhS, computed with ωB97M-V/def2-TZVPD.

Last column: Mulliken charge in e.
CARTESIAN COORDINATES (ANGSTROEM)
H: -4.76911 -6.75856 0.90853  0.42
H: 2.10071 4.20878 6.12524  0.41
C: -2.67305 -8.20240 2.20053  -0.72
C: -2.19677 -5.78217 1.98332  -1.12
H: -4.89061 -5.72760 2.33418  0.52
H: -6.25909 -7.51211 3.04101  0.39
H: 1.62368 -8.13709 3.52970  0.30
C: 0.71075 2.00948 3.27543  1.00
O: 0.18488 0.04015 -1.78829  -0.54
N: 2.52379 2.75587 1.82929  -0.02
N: -4.45954 -8.24369 3.88393  -0.14
H: -1.58998 -8.26922 2.16279  0.52
C: -3.19156 -8.93358 3.44443  -0.75
O: 2.07506 -2.09654 -1.47805  -0.63
C: -2.50296 -4.70300 1.12971  0.06
H: -3.43555 -9.97483 3.24302  0.38
H: -0.68290 -6.58446 3.25776  0.91
S: 0.02014 0.98131 2.00302  -0.25
C: 0.56782 2.83270 5.52966  -0.70
C: 2.21147 1.93688 0.82136  0.59
H: 1.66810 -7.25205 1.93302  0.23
C: -0.94430 -5.79291 2.57071  -0.45
C: -0.01434 -4.77478 2.32110  -0.57
C: -4.53554 -6.69110 1.97408  -0.74
Rh: 1.55621 -0.45959 -0.41800  0.41
Cl: -0.18877 -1.71746 -7.35591  -0.20
C: 0.07240 2.03821 4.50157  -0.75
H: -5.39408 -8.71552 2.07884  0.36
C: 0.56930 -2.60890 1.25376  1.84
H: 3.28719 -0.07877 -2.97819  0.38
H: -1.47517 0.34045 -5.89678  0.44
H: -0.82134 1.44586 4.65557  0.40
C: -0.71847 0.24421 -3.91702  -0.82
F: -3.69392 -4.68167 0.49887  -0.34
N: 1.23313 -4.78315 2.92416  0.21
C: 1.78222 -2.63790 1.98760  0.20
H: 2.30872 -3.09962 -3.17125  0.36
C: 1.84894 2.77544 3.08062  0.14
C: 3.52926 0.76402 -2.34659  -0.02
H: -3.05357 -8.68175 1.29117  0.31
C: 4.01616 2.88588 -0.69632  -0.72
C: -0.80434 -0.16468 -5.21389  -0.45
H: 3.39363 3.25840 1.78434  0.15
H: 3.65348 -5.95010 2.68055  0.34
H: 5.45602 3.52369 -2.15399  0.44
C: 0.94052 -1.48980 -3.49995  1.03
N: 2.85977 0.86577 -1.20297  0.56
H: 2.95852 -3.73854 3.35988  0.78
C: 1.80965 -2.25078 -2.69148  -0.20
H: -2.49849 -8.88243 4.28171  0.43
H: 5.00010 1.58630 -3.65867  0.45
C: 2.81991 -1.53419 2.02495  0.17
C: -1.62749 -3.68560 0.89995  -0.32
O: 0.20631 -1.69314 0.46436  -0.91
H: -1.89950 -2.87454 0.23799  0.66
H: -1.31234 1.06945 -3.54931  0.50
N: 1.17796 1.16039 0.74572  0.02
H: -4.19963 -7.40155 4.40087  0.38
N: -3.11067 -6.81701 2.26703  0.24
C: 2.35000 3.56112 4.09951  -0.70
C: 1.70667 3.59131 5.33059  -0.65
H: 1.41552 -2.72070 -5.22584  0.43
C: 0.82201 -1.89016 -4.86421  -1.03
O: 2.97143 -0.80327 0.96419  -0.56
C: 4.47759 1.70173 -2.72034  -0.95
C: 2.04425 -3.71834 2.78160  -0.72
C: -5.27745 -7.82715 2.69615  -0.75
O: 3.48482 -1.40984 3.03237  -0.69
C: 3.06659 -6.44154 3.44387  -0.91
H: 3.24484 4.15016 3.93663  0.40
C: 1.87605 -7.23197 2.99461  -0.41
C: 0.16188 -0.39524 -3.00088  0.56
C: 3.09470 1.90950 -0.38170  0.87
H: 0.05469 2.85777 6.48075  0.40
H: 3.63194 -6.78860 4.29592  0.28
C: -0.02815 -1.24428 -5.69875  0.00
H: 4.16953 3.73956 -0.05169  0.50
H: -4.99562 -8.84161 4.51280  0.35
C: 4.72685 2.77225 -1.88420  -0.60
C: 1.68755 -5.92123 3.70208  -0.36
C: -0.36152 -3.69911 1.49715  0.58
H: 1.32347 -5.92535 4.72211  0.42

- Orbital gap: 6.89 eV
- F_max: 0.010 Eh/bohr
- Energy above the lowest of the compared OMol25 structures with the same formula, charge and spin: 0.00 kcal/mol
- Net charge: +2
- Lowest unoccupied orbital energy: -4.79 eV
- Total energy: -3163.55687 Eh
- Multiplicity: 1